No. 1
Formula: C2H3FI2
Source: the OMol25 dataset
Level of theory: ωB97M-V with the def2-TZVPD basis set

Last column: natural (NBO) charge in e.
Element x y z (Å)
C 0.049801 -0.010811 0.024666  -0.463
C 2.674095 0.041721 -0.656459  -0.046
F 2.628684 0.031854 -1.981579  -0.370
I 3.465688 1.841979 0.118894  0.173
I 3.456291 -1.758603 0.140187  0.168
H 0.149771 -0.642037 0.882381  0.180
H -0.045388 1.048782 0.158304  0.179
H -0.261741 -0.438351 -0.908118  0.179

Atomic forces in eV per Å
1.04 0.13 -0.39
-0.91 -0.09 0.60
0.07 0.01 -0.06
-0.09 -0.20 -0.13
-0.08 0.23 -0.14
0.05 -0.19 0.26
-0.02 0.23 0.06
-0.07 -0.13 -0.20

Its net charge is 0. The energy above the lowest of the compared OMol25 structures with the same formula, charge and spin is 3.186 eV. As for the total energy: -773.111035 Ha.


No. 2
Formula: C2H3FIN3
Source: the OMol25 dataset
Level of theory: ωB97M-V with the def2-TZVPD basis set

Last column: natural (NBO) charge in e.
Element x y z (Å)
F 2.521451 -1.266376 -0.087264  -0.268
C 1.494572 -0.509418 -0.018822  0.522
C 0.119671 -0.782931 0.230713  -0.216
N -0.434676 0.406904 0.246401  -0.241
N 0.364797 1.365014 0.033382  -0.063
N 1.563975 0.814976 -0.226689  -0.380
H -0.353322 -1.644355 0.683148  0.228
H 2.332405 1.346862 -0.502822  0.418
I -3.886108 -0.102327 -0.027544  -0.084
H -2.686803 -0.646145 0.729945  0.083

Atomic forces in eV per Å
1.64 -1.14 -0.24
-3.22 0.38 0.00
3.49 -0.58 0.36
-2.45 1.12 0.96
0.29 1.06 -1.16
-0.90 -1.77 1.00
0.10 -0.07 -0.59
1.27 0.98 -0.31
-1.82 0.68 -1.05
1.61 -0.66 1.03

Its net charge is 0. Its SMILES is Fc1cnn[nH]1.I. The energy above the lowest of the compared OMol25 structures with the same formula, charge and spin is 0.264 eV. As for the total energy: -639.767657 Ha.


No. 3
Formula: C2H3FLiNaO2
Source: the OMol25 dataset
Level of theory: ωB97M-V with the def2-TZVPD basis set

Last column: natural (NBO) charge in e.
Element x y z (Å)
F 1.504194 0.497796 -0.705325  -0.492
O 0.734735 -1.230562 0.556151  -1.036
O -1.598305 -0.373098 -0.398625  -0.760
C 0.601189 0.055100 0.408745  0.364
C -0.771007 0.491946 -0.130193  0.285
H 0.931142 0.683198 1.256609  0.154
H -0.850743 1.484664 -0.615943  0.189
Na -0.839210 -2.591919 -0.395118  0.945
Li 1.748508 -1.748442 -0.959316  0.946
H -1.460501 2.731316 0.983018  -0.594

Atomic forces in eV per Å
0.43 -0.61 -0.39
0.79 -2.40 -0.90
-1.20 -1.79 -0.16
-0.97 1.97 0.70
0.96 1.88 -1.02
0.07 -0.32 -0.38
0.30 -0.52 0.57
-0.79 1.00 0.70
0.22 1.46 0.85
0.18 -0.66 0.02

Its net charge is 0. The energy above the lowest of the compared OMol25 structures with the same formula, charge and spin is 3.448 eV. As for the total energy: -498.061105 Ha.


No. 4
Formula: C2H3FN2O6
Source: the OMol25 dataset
Level of theory: ωB97M-V with the def2-TZVPD basis set

Last column: natural (NBO) charge in e.
Element x y z (Å)
O 0.346474 -1.624730 -1.000341  -0.461
N 0.346759 -1.475914 0.232421  0.461
O 0.005139 -2.351527 0.971266  -0.316
C 0.830199 -0.286614 0.673217  0.451
F 0.678125 -0.039297 1.942275  -0.254
N 1.567455 0.558306 0.000629  0.419
O 1.837862 1.658319 0.371603  -0.310
O 1.784211 0.334804 -1.362072  -0.504
H 1.446877 -0.549057 -1.702736  0.519
O -0.880789 1.363972 -0.844794  -0.588
C -1.478049 1.021831 0.136290  0.621
O -2.481681 0.157258 0.183906  -0.664
H -1.403801 1.350602 1.233538  0.130
H -2.598781 -0.117956 -0.835208  0.495

Atomic forces in eV per Å
-0.32 -0.43 -0.59
0.50 -1.75 -2.26
-0.58 -0.09 1.41
0.79 0.42 1.64
-0.11 0.19 0.87
-1.41 -0.22 -3.18
1.00 0.41 0.71
0.93 0.41 0.16
-0.24 0.72 1.42
-0.32 0.04 0.35
-0.50 0.91 1.81
-0.54 -1.31 -3.95
0.72 0.18 -1.40
0.07 0.52 3.00

Its net charge is 0. Its SMILES is O=[N+]([O-])/C(F)=[N+](/[O-])O.O=CO. The energy above the lowest of the compared OMol25 structures with the same formula, charge and spin is 1.039 eV. As for the total energy: -738.563935 Ha.